[1]
Molecular formula: C25H21BN8NdO6
Method: DFT, ωB97M-V/def2-TZVPD

For the frontier orbital gap (spin up / spin down), the calculation gives 7.20 / 7.17 eV. As for the multiplicity: 4. The charge is +1.

Element x y z (Å)
Nd1 0.2392 -0.8077 0.3810
C1 -4.4501 0.6295 0.6160
C2 -3.2079 0.2115 0.1318
N1 -2.0574 0.6161 0.6289
C3 -2.0693 1.5001 1.6438
C4 -3.2737 2.0011 2.1914
C5 -4.4836 1.5315 1.6517
C6 -3.2219 2.9718 3.2327
C7 -2.0381 3.4502 3.6841
C8 -0.8024 2.9625 3.1642
C9 0.4442 3.4421 3.6052
C10 1.5922 2.9353 3.0457
C11 1.4851 1.9284 2.0785
N2 0.3334 1.4460 1.6521
C12 -0.8042 1.9637 2.1617
H1 -5.3582 0.2546 0.1736
H2 -3.1381 -0.4817 -0.7001
H3 -5.4227 1.8856 2.0508
H4 -4.1527 3.3337 3.6407
H5 -2.0084 4.2135 4.4491
H6 0.4862 4.1995 4.3751
H7 2.5660 3.2960 3.3403
H8 2.3754 1.4979 1.6274
N3 0.0518 -3.2886 -1.5896
N4 -0.9061 -4.1789 -1.0884
C13 -1.5094 -3.9278 0.0870
N5 -2.2178 -4.8751 0.6839
N6 -1.3901 -2.6738 0.5364
N7 -1.5868 -2.4009 1.8041
O1 -1.1872 -1.3142 2.1768
O2 -2.1734 -3.1581 2.5474
H9 -0.1502 -2.9998 -2.5460
H10 0.9878 -3.6900 -1.5275
H11 -0.9220 -5.1347 -1.4387
H12 -2.1980 -5.8331 0.3753
H13 -2.5780 -4.6513 1.6138
O3 1.1218 -3.2277 1.1548
C14 1.8967 -2.2872 1.4205
O4 1.5983 -1.2759 2.0920
C15 3.1896 -2.1518 0.6346
C16 4.4089 -2.7705 0.8570
C17 5.4813 -2.4000 0.0596
C18 5.2828 -1.4661 -0.9454
C19 4.0130 -0.9441 -1.1251
N8 2.9854 -1.2587 -0.3442
H14 4.5125 -3.5072 1.6379
H15 6.4550 -2.8344 0.2218
H16 6.1008 -1.1509 -1.5710
H17 3.7977 -0.2424 -1.9184
O5 0.0333 -0.0883 -3.2438
B1 0.2429 0.1273 -1.8642
O6 0.3905 1.5407 -1.7151
C20 0.2788 2.1170 -2.9406
C21 0.3575 3.4449 -3.3149
C22 0.2067 3.7283 -4.6649
C23 -0.0102 2.7244 -5.6009
C24 -0.0869 1.3903 -5.2286
C25 0.0591 1.1085 -3.8849
H18 0.5342 4.2223 -2.5881
H19 0.2625 4.7542 -4.9963
H20 -0.1185 2.9879 -6.6422
H21 -0.2471 0.6045 -5.9499

[2]
Molecular formula: C25H21BrKN4O5S
Method: DFT, ωB97M-V/def2-TZVPD

For the frontier orbital gap (spin up / spin down), the calculation gives 6.27 / 6.27 eV. The charge is -1. As for the energy above the lowest of the compared OMol25 structures with the same formula, charge and spin: 0.0 kJ/mol.

Element x y z (Å)
K1 -0.4353 -2.5453 1.1425
Br1 1.4150 5.5476 -7.0741
C1 0.4727 5.0343 -5.5351
C2 0.6329 5.7879 -4.3389
C3 -0.1174 5.4435 -3.2345
C4 -1.0085 4.3283 -3.2967
C5 -1.1078 3.5125 -4.4651
C6 -0.3685 3.9078 -5.5905
N1 -1.8856 4.2321 -2.1520
N2 -2.3686 3.1566 -1.6600
C7 -1.5675 2.0310 -1.4911
C8 -0.1934 1.8762 -1.8367
C9 0.4186 0.6815 -1.5881
C10 -0.2153 -0.4407 -0.9465
O1 0.4589 -1.4910 -0.8340
C11 -1.6588 -0.2589 -0.5528
N3 -2.2688 -1.2760 0.0829
C12 -3.5561 -1.1719 0.4059
C13 -4.3104 -0.0445 0.0882
C14 -3.6883 1.0379 -0.5170
C15 -2.3149 0.9617 -0.8474
H1 1.3173 6.6304 -4.3412
H2 -0.1002 6.0013 -2.3059
H3 -1.7536 2.6452 -4.4726
H4 -0.4514 3.3658 -6.5147
H5 0.3488 2.6979 -2.3177
H6 1.4347 0.5177 -1.8886
H7 -4.0102 -2.0341 0.8932
H8 -5.3670 -0.0328 0.3245
H9 -4.2109 1.9519 -0.7632
C16 -0.2011 1.9631 2.1635
C17 0.5088 0.6493 2.4385
C18 1.5454 0.2010 1.5849
C19 2.1859 -1.0160 1.8174
C20 1.7909 -1.7768 2.9327
C21 0.8246 -1.3301 3.8426
C22 0.1932 -0.1126 3.5778
S1 2.8188 -3.1845 3.3317
O2 2.2404 -4.0094 4.3644
O3 4.1403 -2.6054 3.4921
N4 3.0912 -4.0335 1.8935
C23 2.2174 -4.8859 1.1179
C24 1.2341 -5.7389 1.9772
C25 -0.0855 -4.9771 2.2529
O4 -1.1560 -5.2355 1.6644
O5 0.1923 -4.0132 3.0442
H10 0.3077 2.5143 1.3832
H11 -0.1880 2.5956 3.0541
H12 -1.2341 1.8255 1.8543
H13 1.8083 0.8102 0.7220
H14 2.9106 -1.3995 1.1041
H15 0.5449 -1.9657 4.6778
H16 -0.5938 0.2565 4.2295
H17 4.1026 -4.1659 1.8112
H18 2.8625 -5.5446 0.5229
H19 1.6446 -4.2591 0.4146
H20 1.7079 -5.9569 2.9360
H21 1.0457 -6.6586 1.4219

[3]
Molecular formula: C25H21ClCoF6N3O2S2
Method: DFT, ωB97M-V/def2-TZVPD

For the frontier orbital gap (spin up / spin down), the calculation gives 7.16 / 7.16 eV. As for the energy above the lowest of the compared OMol25 structures with the same formula, charge and spin: 15.3 kJ/mol.

Element x y z (Å)
Co1 -0.0757 0.2063 -0.0555
C1 -0.9782 -0.9790 3.8794
C2 -0.3246 -0.9163 2.5256
N1 -0.7776 -0.0669 1.6407
N2 -1.8227 0.7431 2.0635
C3 -2.2171 1.6186 1.2158
S1 -1.5362 1.8904 -0.3334
S2 -3.6101 2.5939 1.7355
C4 -4.9139 1.4424 1.1612
C5 -4.9588 0.1525 1.9285
C6 -4.2938 -0.9747 1.4558
C7 -4.2930 -2.1587 2.1792
C8 -4.9613 -2.2283 3.3932
C9 -5.6318 -1.1105 3.8724
C10 -5.6297 0.0698 3.1444
C11 0.7951 -1.8093 2.2808
C12 1.2388 -2.6535 3.3255
C13 2.3050 -3.5002 3.1816
C14 2.9882 -3.5364 1.9588
C15 2.5939 -2.7391 0.9188
C16 1.4952 -1.8594 1.0479
O1 1.1516 -1.1760 -0.0007
H1 -1.8037 -0.2868 3.9544
H2 -0.2364 -0.7446 4.6439
H3 -1.3359 -1.9933 4.0601
H4 -4.7656 1.2669 0.0950
H5 -5.8384 2.0074 1.2817
H6 -3.7635 -0.9173 0.5130
H7 -3.7677 -3.0265 1.7957
H8 -4.9639 -3.1492 3.9622
H9 -6.1586 -1.1589 4.8169
H10 -6.1457 0.9420 3.5296
H11 0.7284 -2.6358 4.2766
H12 2.6161 -4.1282 4.0048
H13 3.8385 -4.1958 1.8346
H14 3.1136 -2.7416 -0.0299
Cl1 -2.2376 -4.9067 -0.1707
C17 -2.3149 -3.3151 -0.8350
C18 -3.3307 -2.9569 -1.7016
C19 -3.3332 -1.6617 -2.1851
C20 -2.3583 -0.7776 -1.7620
N3 -1.3771 -1.1303 -0.9222
C21 -1.3488 -2.3923 -0.4787
H15 -4.0921 -3.6720 -1.9814
H16 -4.0974 -1.3234 -2.8700
H17 -2.3552 0.2487 -2.0952
H18 -0.5434 -2.6701 0.1786
C22 2.6624 3.3050 -0.0562
C23 2.1573 2.1337 0.7917
O2 1.2612 1.4202 0.0403
C24 3.3709 1.2493 1.1693
F1 3.8973 0.7068 0.0644
F2 4.3476 1.9530 1.7699
F3 3.0505 0.2452 1.9950
C25 1.5011 2.7056 2.0708
F4 1.0538 1.7512 2.9004
F5 0.4551 3.4764 1.7573
F6 2.3551 3.4638 2.7760
H19 3.0859 2.8985 -0.9721
H20 3.4154 3.8939 0.4637
H21 1.8112 3.9326 -0.3096

[4]
Molecular formula: C25H21F2N3O3S
Method: DFT, ωB97M-V/def2-TZVPD

For the frontier orbital gap, the calculation gives 8.75 eV. As for the SMILES: COCCNC(=O)c1ccc(-n2c(SCc3cc(F)ccc3F)nc3ccccc3c2=O)cc1. As for the energy above the lowest of the compared OMol25 structures with the same formula, charge and spin: 0.0 kJ/mol.

Element x y z (Å)
C1 5.5167 2.2728 -1.5781
O1 6.7406 1.5851 -1.4944
C2 7.1277 1.2075 -0.1867
C3 6.8612 -0.2807 0.0951
N1 5.4606 -0.6202 0.0031
C4 4.6224 -0.4661 1.0573
O2 5.0069 -0.1256 2.1585
C5 3.1832 -0.7433 0.7593
C6 2.7729 -1.6691 -0.1947
C7 1.4269 -1.8780 -0.4288
C8 0.4850 -1.1578 0.2914
N2 -0.9024 -1.3693 0.0479
C9 -1.6683 -0.3787 -0.4935
S1 -0.8276 1.0955 -0.9462
C10 -2.2460 2.0518 -1.5853
C11 -3.2595 2.3223 -0.5207
C12 -2.8834 2.7783 0.7351
C13 -3.8461 2.9973 1.7024
F1 -3.4573 3.4363 2.9144
C14 -5.1912 2.7776 1.4660
C15 -5.5761 2.3325 0.2148
C16 -4.6147 2.1140 -0.7547
F2 -5.0169 1.6927 -1.9698
N3 -2.9265 -0.4504 -0.7183
C17 -3.5798 -1.6099 -0.3979
C18 -4.9559 -1.7030 -0.6265
C19 -5.6211 -2.8674 -0.3183
C20 -4.9390 -3.9589 0.2187
C21 -3.5836 -3.8829 0.4459
C22 -2.8904 -2.7097 0.1421
C23 -1.4551 -2.6202 0.3833
O3 -0.7541 -3.4974 0.8350
C24 0.8816 -0.2563 1.2707
C25 2.2275 -0.0544 1.5000
H1 4.6730 1.6762 -1.2124
H2 5.3666 2.4965 -2.6331
H3 5.5504 3.2115 -1.0124
H4 8.2050 1.3866 -0.1093
H5 6.6125 1.8177 0.5625
H6 7.1898 -0.5058 1.1122
H7 7.4142 -0.8921 -0.6202
H8 5.0822 -0.7511 -0.9208
H9 3.4978 -2.2551 -0.7402
H10 1.1018 -2.6028 -1.1590
H11 -1.8019 2.9764 -1.9579
H12 -2.6838 1.4885 -2.4074
H13 -1.8428 2.9526 0.9630
H14 -5.9132 2.9530 2.2467
H15 -6.6133 2.1499 -0.0166
H16 -5.4673 -0.8543 -1.0510
H17 -6.6841 -2.9391 -0.4960
H18 -5.4771 -4.8645 0.4538
H19 -3.0286 -4.7119 0.8582
H20 0.1391 0.2712 1.8502
H21 2.5613 0.6323 2.2628